C40H39ClF4IrN9O4SSe | wB97M-V/def2-TZVPD

## Properties
Highest occupied orbital energy (alpha / beta) (eV): -9.9 / -9.9
2S+1: 2
Charge: +1
Energy (hartree): -6104.86145
⟨S²⟩: 0.76

The geometry in XYZ format:
```
100
Properties=species:S:1:pos:R:3:lowdin_charge:R:1
Ir 0.18649 0.78949 0.28717 1.24
C -1.53872 2.64140 1.98938 -0.04
N -0.21970 1.94654 1.95309 -0.35
C 0.79708 3.01547 2.15227 -0.05
C -0.14037 0.99758 3.12469 -0.14
C -0.63846 -0.39659 2.76968 -0.18
N 0.09186 -0.75709 1.56722 -0.17
C 0.19756 -2.00240 1.04028 -0.20
C 0.68286 -2.10362 -0.27391 -0.14
F 0.82909 -0.91781 -0.99305 -0.07
C 0.87939 -3.29002 -0.93018 -0.23
F 1.30495 -3.26593 -2.19896 0.10
C 0.62083 -4.49154 -0.29750 0.07
C 0.12977 -4.42487 0.99279 -0.21
F -0.14828 -5.55352 1.64885 0.11
C -0.08481 -3.22733 1.65289 -0.13
F -0.57228 -3.25728 2.90810 0.09
H -1.65794 3.07420 2.98351 0.11
H -2.33103 1.94415 1.76745 0.06
H -1.54354 3.43179 1.24775 0.08
H 0.62125 3.49792 3.11633 0.11
H 0.69851 3.74685 1.35497 0.08
H 1.79262 2.58409 2.13312 0.08
H -0.66233 1.44773 3.96992 0.13
H 0.91396 0.92705 3.38430 0.10
H -1.72804 -0.42164 2.63639 0.12
H -0.40371 -1.05167 3.61114 0.13
H 0.77408 -5.43746 -0.79368 0.14
Cl -8.40974 -0.59530 0.20380 0.69
C -6.68458 -0.54033 0.06499 -0.67
C -5.95068 0.19113 0.98505 -0.09
C -4.57184 0.24454 0.85842 -0.02
C -3.92490 -0.43984 -0.16131 -0.13
C -4.67996 -1.18885 -1.05974 -0.01
C -6.05934 -1.23407 -0.96072 -0.09
C -2.43628 -0.44476 -0.34191 -0.61
O -1.88223 -1.39393 -0.86573 0.03
O -1.83467 0.65584 0.03241 -0.26
H -6.45711 0.70607 1.78916 0.11
H -4.00741 0.81118 1.58487 0.10
H -4.16711 -1.74449 -1.83292 0.12
H -6.65052 -1.80619 -1.66161 0.11
C 1.81888 1.25676 -4.60830 -0.01
N 0.62406 1.08133 -5.41980 -0.11
C 0.57747 1.07379 -6.79768 -0.02
C -0.70352 0.82992 -7.14803 -0.02
N -1.42475 0.69803 -5.98096 -0.12
C -2.85124 0.42007 -5.89240 -0.02
C -0.60260 0.84652 -4.92582 -0.61
Se -1.10510 0.68892 -3.13288 0.91
H 2.62412 1.59481 -5.25456 0.10
H 2.09028 0.31035 -4.14125 0.10
H 1.62720 2.00400 -3.84117 0.05
H 1.45230 1.24225 -7.39836 0.13
H -1.16393 0.74237 -8.11511 0.13
H -3.21892 0.21699 -6.89397 0.10
H -3.37114 1.27912 -5.47252 0.10
H -3.01730 -0.44789 -5.25841 0.09
C 2.95668 -0.45228 2.55520 0.01
C 3.19693 0.32820 1.30733 -0.29
N 2.31524 0.81619 0.43386 -0.05
C 3.05214 1.37571 -0.59593 -0.13
C 4.36930 1.22584 -0.34796 -0.01
N 4.45021 0.56471 0.85291 0.00
C 5.70397 0.09272 1.42360 -0.06
N 6.35006 -0.80814 0.52114 -0.07
N 7.56405 -0.46498 0.00581 0.06
N 7.97088 -1.38619 -0.76665 0.08
C 7.02053 -2.38750 -0.80002 -0.22
C 7.00418 -3.59353 -1.50512 0.00
C 5.89420 -4.39052 -1.35406 -0.07
C 4.81799 -4.00265 -0.52937 -0.07
C 4.82214 -2.81975 0.17479 0.00
C 5.96164 -2.02217 0.02901 -0.16
H 1.94913 -0.85217 2.53265 0.06
H 3.09891 0.15785 3.44941 0.10
H 3.65109 -1.28887 2.61918 0.08
H 2.58268 1.84239 -1.44065 0.03
H 5.24477 1.50005 -0.90989 0.13
H 5.49653 -0.37243 2.38415 0.13
H 6.38834 0.92695 1.56793 0.15
H 7.83159 -3.87280 -2.14166 0.12
H 5.83591 -5.33417 -1.87845 0.11
H 3.95890 -4.65639 -0.45120 0.10
H 3.97647 -2.53672 0.78678 0.09
O -5.23880 6.50389 -0.40619 0.13
C -3.96356 6.83460 -0.69426 -0.48
O -3.64687 7.98167 -0.81543 0.14
C -2.98058 5.70866 -0.84174 -0.13
C -1.63391 6.02287 -0.69578 0.00
C -0.66747 5.04458 -0.84982 -0.10
C -1.04041 3.73690 -1.15397 -0.61
S 0.21660 2.51437 -1.38926 0.62
C -2.38731 3.42114 -1.32081 -0.12
C -3.34919 4.40473 -1.16244 -0.01
H -5.32817 5.55367 -0.27150 0.10
H -1.36204 7.04538 -0.47240 0.13
H 0.38114 5.29399 -0.74413 0.11
H -2.67171 2.40742 -1.56258 0.06
H -4.38755 4.13739 -1.32268 0.12
```